Entry 1:
C17H23IrN4O3S2 | ωB97M-V/def2-TZVPD

Properties
total charge: +2
Kohn-Sham gap: 0.2603 Ha
E_HOMO: -14.229 eV
M: 587.75 g/mol
E_LUMO: -7.1 eV

Last column: natural (NBO) charge in e.
CARTESIAN COORDINATES (ANGSTROEM)
Ir  0.942  -0.043  -0.967  1.290
C  -4.733  -2.194  4.203  -0.645
C  -3.466  -1.662  3.601  0.063
C  -2.811  -0.572  4.171  -0.212
C  -1.618  -0.103  3.651  -0.156
C  -1.083  -0.739  2.534  -0.354
C  -1.714  -1.830  1.939  -0.182
C  -2.899  -2.282  2.483  -0.208
S  0.383  -0.124  1.862  2.308
O  1.094  -1.209  1.147  -0.960
O  1.070  0.680  2.813  -0.870
N  -0.036  0.729  0.501  -0.770
C  0.063  2.040  0.066  0.375
C  -0.155  3.281  0.631  -0.260
C  0.050  4.368  -0.202  -0.088
C  0.470  4.205  -1.528  -0.259
C  0.719  2.946  -2.019  0.064
N  0.523  1.884  -1.223  -0.441
H  -5.272  -1.418  4.743  0.235
H  -4.501  -2.990  4.913  0.250
H  -5.390  -2.613  3.443  0.231
H  -3.233  -0.094  5.045  0.238
H  -1.094  0.721  4.116  0.248
H  -1.262  -2.327  1.091  0.237
H  -3.389  -3.146  2.052  0.228
H  -0.463  3.380  1.662  0.266
H  -0.116  5.365  0.182  0.254
H  0.610  5.060  -2.173  0.259
H  1.070  2.757  -3.024  0.236
C  5.945  -1.427  -1.210  -0.399
N  5.237  -0.306  -1.864  -0.386
C  6.040  0.709  -2.577  -0.399
C  3.968  -0.207  -1.790  0.683
N  2.800  -0.130  -1.729  -0.631
H  6.537  -1.946  -1.961  0.236
H  5.221  -2.108  -0.773  0.235
H  6.592  -1.024  -0.433  0.235
H  6.636  0.204  -3.333  0.236
H  6.688  1.212  -1.861  0.235
H  5.377  1.428  -3.049  0.229
C  -3.259  -0.023  -1.997  -0.808
S  -1.667  -0.494  -2.631  1.250
C  -2.032  -2.105  -3.279  -0.804
O  -0.867  -0.831  -1.341  -0.881
H  -3.511  -0.706  -1.186  0.263
H  -3.984  -0.089  -2.809  0.269
H  -3.195  1.003  -1.641  0.263
H  -2.649  -1.968  -4.168  0.270
H  -2.549  -2.694  -2.524  0.260
H  -1.086  -2.566  -3.556  0.269

Forces on the atoms, in the same order (eV/Å):
0.91 -0.58 -1.36
0.01 0.01 0.00
-0.02 -0.03 0.01
0.01 0.02 0.02
0.01 -0.06 0.02
-0.13 0.01 0.00
0.03 0.00 0.05
-0.01 -0.02 -0.01
0.47 -0.39 -0.10
-0.24 0.10 0.21
0.03 0.12 -0.11
-0.97 0.64 0.56
0.37 -0.34 -0.27
-0.01 -0.10 -0.14
0.04 0.03 -0.13
-0.07 0.12 0.11
-0.03 -0.20 0.08
-0.20 0.67 0.40
0.00 0.00 0.00
0.00 0.01 0.00
0.00 0.00 0.00
0.00 0.00 -0.01
-0.01 0.01 -0.02
-0.01 0.02 0.00
0.00 0.01 0.00
-0.01 0.00 0.00
0.00 0.00 -0.01
0.01 0.01 0.02
0.01 -0.02 0.01
-0.03 0.07 -0.02
-0.02 0.03 -0.06
-0.04 -0.08 0.04
-0.01 0.04 0.07
0.14 -0.05 0.30
0.00 -0.01 0.01
0.01 -0.01 0.01
0.02 -0.03 0.00
0.02 0.03 -0.01
0.01 0.01 -0.01
0.02 0.02 0.00
-0.05 -0.07 0.03
0.15 0.19 -0.18
-0.06 -0.03 -0.02
-0.32 -0.16 0.54
-0.04 0.02 -0.01
0.01 0.02 0.00
0.02 -0.01 0.02
-0.01 -0.03 0.01
0.01 -0.01 -0.01
-0.01 0.01 -0.01

=====

Entry 2:
C17H23N2O3P2 | ωB97M-V/def2-TZVPD

Properties
total charge: +1
Kohn-Sham gap: 0.2887 Ha
E_HOMO: -12.291 eV
M: 365.33 g/mol
E_LUMO: -4.4 eV

Last column: natural (NBO) charge in e.
CARTESIAN COORDINATES (ANGSTROEM)
C  -5.351  0.713  -2.479  -0.637
C  -3.882  0.757  -2.184  0.019
C  -3.222  1.958  -1.944  -0.197
C  -1.870  1.980  -1.635  -0.197
C  -1.150  0.798  -1.577  -0.106
C  0.316  0.834  -1.239  -0.221
N  0.730  -0.224  -0.285  -0.280
C  1.598  -1.161  -0.738  0.095
C  2.049  -2.195  0.038  -0.394
P  3.215  -3.408  -0.673  1.349
N  4.424  -3.736  0.246  -1.292
C  1.584  -2.272  1.365  -0.249
P  1.992  -3.510  2.675  1.495
O  1.954  -2.836  3.988  -1.051
C  0.706  -1.298  1.805  -0.147
C  0.275  -0.258  0.986  0.328
C  -0.652  0.764  1.564  -0.472
C  0.099  1.809  2.406  -0.393
C  0.765  2.931  1.615  -0.536
C  2.221  2.681  1.317  0.793
O  2.859  1.759  1.760  -0.552
O  2.766  3.642  0.505  -0.709
C  -1.794  -0.411  -1.828  -0.156
C  -3.142  -0.426  -2.129  -0.209
H  -5.566  0.081  -3.339  0.233
H  -5.879  0.276  -1.629  0.233
H  -5.765  1.705  -2.636  0.227
H  -3.782  2.882  -1.998  0.227
H  -1.385  2.930  -1.440  0.216
H  0.896  0.657  -2.144  0.229
H  0.627  1.808  -0.868  0.228
H  1.917  -1.037  -1.762  0.232
H  3.496  -2.869  -1.938  -0.044
H  2.346  -4.492  -0.878  -0.057
H  5.325  -3.516  -0.158  0.406
H  3.206  -4.073  2.283  -0.002
H  0.987  -4.479  2.496  -0.070
H  0.355  -1.331  2.828  0.266
H  -1.293  1.241  0.828  0.252
H  -1.310  0.217  2.238  0.254
H  0.816  1.314  3.057  0.244
H  -0.647  2.270  3.052  0.235
H  0.708  3.868  2.173  0.271
H  0.236  3.127  0.681  0.222
H  3.096  3.230  -0.302  0.499
H  -1.232  -1.336  -1.780  0.198
H  -3.642  -1.366  -2.320  0.224

Forces on the atoms, in the same order (eV/Å):
-0.06 -0.09 0.25
0.12 0.00 -0.07
-0.12 -0.11 -0.06
-0.08 0.02 -0.06
-0.07 -0.02 0.21
-0.01 0.00 -0.49
0.15 0.06 0.18
-0.03 0.00 0.10
-0.21 0.03 0.01
0.81 -0.25 0.55
-0.31 0.08 -0.31
-0.19 0.08 -0.18
0.13 0.41 0.74
-0.11 -0.06 -0.10
0.20 -0.08 -0.10
-0.03 -0.22 -0.09
0.11 0.02 0.10
-0.35 0.34 0.18
0.10 -0.10 0.25
0.49 -0.39 0.19
-0.46 0.32 -0.61
-0.73 -0.15 -0.11
0.16 0.21 0.04
-0.07 0.03 0.03
0.01 0.06 -0.10
-0.04 -0.01 0.01
0.02 0.04 -0.12
0.04 0.06 0.03
0.05 0.01 0.00
0.09 -0.01 0.02
-0.10 -0.05 0.18
-0.01 0.03 -0.05
-0.38 0.00 -0.19
-0.13 0.05 -0.22
0.12 -0.01 0.22
-0.02 -0.17 -0.20
0.11 -0.12 -0.29
0.02 0.05 0.05
0.09 -0.01 -0.13
-0.04 -0.04 -0.01
0.11 0.05 0.03
-0.04 -0.07 0.06
0.08 0.05 -0.01
0.03 0.13 -0.02
0.60 0.02 0.18
-0.07 -0.11 -0.04
0.00 -0.07 -0.02

=====

Entry 3:
C17H23N2OSiTl | ωB97M-V/def2-TZVPD

Properties
Kohn-Sham gap: 0.2322 Ha
E_HOMO: -6.290 eV
M: 503.85 g/mol
E_LUMO: 0.0 eV

Last column: natural (NBO) charge in e.
CARTESIAN COORDINATES (ANGSTROEM)
Tl  -0.472  1.089  0.602  0.586
C  -0.269  -3.660  4.509  -0.223
C  -0.729  -2.308  4.450  -0.199
C  -1.152  -1.758  3.264  -0.231
C  -1.179  -2.500  2.067  -0.409
C  -0.766  -3.814  2.137  -0.208
C  -0.323  -4.368  3.348  -0.212
Si  -1.520  -1.587  0.428  0.474
C  -3.400  -1.715  0.088  -0.414
C  -3.859  -1.822  -1.228  -0.211
C  -5.175  -1.693  -1.529  -0.214
C  -6.107  -1.370  -0.554  -0.224
C  -5.675  -1.254  0.770  -0.209
C  -4.319  -1.426  1.085  -0.211
H  0.057  -4.053  5.452  0.213
H  -0.668  -1.699  5.341  0.204
H  -1.463  -0.715  3.243  0.196
H  -0.725  -4.373  1.187  0.215
H  0.041  -5.393  3.317  0.207
H  -0.836  -2.358  -0.694  -0.178
H  -3.159  -2.037  -2.020  0.207
H  -5.562  -1.885  -2.533  0.207
H  -7.162  -1.309  -0.731  0.208
H  -6.368  -1.114  1.576  0.205
H  -4.003  -1.222  2.120  0.206
C  3.471  0.226  -2.304  -0.395
N  3.671  1.693  -2.171  -0.447
C  4.727  2.242  -3.001  -0.415
C  2.615  2.328  -1.635  0.794
O  1.625  1.642  -1.336  -0.730
N  2.616  3.687  -1.373  -0.448
C  1.420  4.145  -0.657  -0.400
C  3.778  4.528  -1.260  -0.399
H  4.478  -0.166  -2.501  0.192
H  2.844  0.057  -3.212  0.197
H  3.003  -0.222  -1.424  0.236
H  4.852  1.526  -3.824  0.208
H  5.699  2.322  -2.484  0.196
H  4.461  3.195  -3.444  0.212
H  1.275  3.581  0.239  0.208
H  0.498  4.067  -1.251  0.212
H  1.552  5.204  -0.392  0.197
H  4.673  4.036  -1.530  0.210
H  3.883  4.852  -0.237  0.193
H  3.651  5.402  -1.901  0.195

Forces on the atoms, in the same order (eV/Å):
-0.18 -0.11 0.12
-1.04 2.20 -0.14
0.65 -1.01 0.47
-0.18 0.07 -0.24
0.13 0.67 -0.09
0.28 -0.23 -0.34
0.32 -1.26 -1.05
-0.06 -0.12 -0.25
0.99 0.59 -0.03
0.92 -0.33 0.33
-1.81 0.08 -0.84
0.43 -0.36 1.38
0.66 -0.39 -0.43
-0.61 0.54 0.26
0.22 -0.30 0.15
-0.13 0.05 0.09
0.06 -0.06 0.08
-0.01 -0.02 0.75
-0.10 0.05 0.12
-0.29 -0.04 0.38
0.19 -0.10 -0.14
0.36 0.20 0.11
-0.31 0.09 -0.42
-0.37 0.30 0.18
-0.05 -0.41 -0.46
0.42 0.66 -1.07
0.51 -0.86 0.06
0.19 -0.57 -0.30
-0.82 0.53 0.72
-0.27 0.39 0.11
-0.66 -0.99 -0.26
0.07 0.87 -0.66
-0.73 0.52 0.00
-0.40 -0.26 0.23
0.30 -0.19 0.74
0.25 0.22 -0.27
0.15 0.33 0.02
-0.39 0.03 -0.10
-0.08 0.11 0.03
-0.11 -0.35 0.63
0.40 -0.11 0.02
0.05 -0.31 -0.15
0.77 -0.50 -0.22
0.12 0.27 0.46
0.15 0.13 0.05

=====

Entry 4:
C17H23N3O4S | ωB97M-V/def2-TZVPD

Properties
Kohn-Sham gap: 0.3297 Ha
E_HOMO: -8.527 eV
M: 365.46 g/mol
E_LUMO: 0.4 eV

Last column: natural (NBO) charge in e.
CARTESIAN COORDINATES (ANGSTROEM)
C  -1.481  -3.947  0.038  -0.253
O  -0.913  -2.946  0.845  -0.527
C  0.349  -2.504  0.541  0.365
C  1.055  -2.847  -0.604  -0.333
C  2.318  -2.322  -0.814  -0.163
C  2.910  -1.463  0.099  -0.042
C  4.293  -0.930  -0.163  -0.428
C  4.452  0.553  0.184  -0.224
N  3.369  1.342  -0.358  -0.625
C  2.596  2.113  0.425  0.669
O  2.801  2.321  1.601  -0.623
C  1.429  2.773  -0.332  -0.312
N  0.327  1.859  -0.533  -0.468
C  0.367  0.748  -1.380  0.810
O  1.308  0.424  -2.066  -0.647
N  -0.837  0.147  -1.291  -0.615
C  -1.762  0.863  -0.453  -0.161
C  -2.358  0.055  0.701  -0.421
C  -3.566  -0.764  0.271  -0.520
S  -4.874  0.229  -0.524  0.173
C  -5.373  1.286  0.863  -0.743
C  -0.898  2.008  0.059  0.707
O  -1.224  2.880  0.820  -0.575
C  2.195  -1.127  1.244  -0.193
C  0.932  -1.634  1.461  -0.289
H  -1.660  -3.596  -0.984  0.165
H  -2.435  -4.196  0.502  0.202
H  -0.851  -4.842  0.005  0.184
H  0.636  -3.516  -1.340  0.218
H  2.849  -2.591  -1.715  0.211
H  4.527  -1.076  -1.220  0.206
H  5.023  -1.499  0.420  0.223
H  4.455  0.715  1.265  0.229
H  5.404  0.918  -0.218  0.199
H  3.022  1.080  -1.274  0.431
H  1.777  3.138  -1.303  0.219
H  1.044  3.598  0.272  0.262
H  -1.080  -0.657  -1.840  0.419
H  -2.593  1.275  -1.048  0.241
H  -2.644  0.760  1.484  0.229
H  -1.604  -0.619  1.108  0.238
H  -4.006  -1.275  1.127  0.224
H  -3.291  -1.506  -0.477  0.214
H  -5.588  0.664  1.727  0.215
H  -4.591  2.006  1.085  0.222
H  -6.272  1.804  0.546  0.235
H  2.620  -0.459  1.977  0.228
H  0.381  -1.376  2.353  0.225

Forces on the atoms, in the same order (eV/Å):
-0.08 -0.15 -0.10
0.26 0.25 0.15
0.06 0.04 0.07
-0.36 -0.19 0.03
0.13 0.12 0.22
0.11 -0.18 -0.17
-0.02 0.16 0.10
0.18 -0.05 0.10
0.40 -0.28 -0.27
-0.30 0.36 -0.48
-0.05 0.08 0.46
0.19 0.07 0.12
0.28 0.07 0.02
-0.11 -0.04 -0.07
0.31 0.01 -0.37
-0.26 -0.27 -0.08
-0.38 0.12 0.39
0.04 0.15 -0.13
-0.31 0.44 -0.07
-0.15 -0.21 0.08
0.31 -0.27 -0.33
-0.34 -0.20 -0.11
-0.10 0.11 0.14
-0.04 -0.09 -0.09
-0.21 -0.14 0.00
0.02 -0.02 0.01
0.04 -0.02 -0.08
-0.01 0.04 -0.02
-0.07 -0.07 -0.05
0.06 0.01 -0.11
0.06 -0.07 0.00
0.08 0.03 -0.10
0.05 -0.01 -0.14
-0.04 -0.07 0.16
-0.14 0.15 0.15
-0.06 0.00 0.08
0.11 -0.14 -0.11
0.18 0.04 -0.07
0.24 0.08 0.17
0.00 -0.01 0.00
0.03 0.08 0.04
0.07 -0.13 -0.03
0.00 -0.15 -0.01
-0.06 0.05 0.13
-0.03 0.11 0.13
-0.07 0.06 0.03
0.06 0.14 0.09
-0.07 0.02 0.11

=====

Entry 5:
C17H23N5O3S | ωB97M-V/def2-TZVPD

Properties
Kohn-Sham gap: 0.2925 Ha
E_HOMO: -7.507 eV
M: 377.47 g/mol
E_LUMO: 0.5 eV

Last column: natural (NBO) charge in e.
CARTESIAN COORDINATES (ANGSTROEM)
C  -5.869  4.804  3.383  -0.249
O  -5.629  3.622  2.664  -0.526
C  -4.325  3.264  2.399  0.262
C  -3.235  4.019  2.811  -0.285
C  -1.931  3.655  2.523  -0.252
C  -1.692  2.499  1.797  0.152
N  -0.414  2.053  1.448  -0.628
C  0.769  2.627  1.745  0.797
O  0.974  3.632  2.388  -0.637
N  1.880  1.936  1.225  -0.639
C  1.910  0.818  0.454  0.241
N  0.895  0.123  0.080  -0.346
N  1.188  -0.927  -0.692  -0.351
C  2.449  -1.062  -0.932  0.288
N  2.992  -2.014  -1.695  -0.433
C  4.425  -2.135  -1.846  -0.208
C  4.735  -3.037  -3.032  -0.408
C  4.207  -4.462  -2.809  -0.215
C  4.018  -5.167  -4.150  -0.600
C  2.893  -4.418  -2.008  -0.412
C  2.167  -3.092  -2.203  -0.218
S  3.455  0.189  -0.154  0.243
C  -2.773  1.729  1.386  -0.268
C  -4.085  2.083  1.673  0.265
O  -5.008  1.207  1.180  -0.498
C  -6.376  1.326  1.495  -0.239
H  -5.487  5.684  2.856  0.176
H  -5.434  4.764  4.388  0.175
H  -6.953  4.877  3.465  0.197
H  -3.393  4.925  3.373  0.218
H  -1.111  4.266  2.858  0.252
H  -0.369  1.197  0.893  0.443
H  2.765  2.370  1.449  0.422
H  4.847  -1.136  -2.008  0.208
H  4.877  -2.544  -0.931  0.186
H  5.813  -3.058  -3.195  0.223
H  4.274  -2.610  -3.925  0.206
H  4.946  -5.023  -2.229  0.202
H  4.941  -5.142  -4.725  0.210
H  3.238  -4.681  -4.731  0.201
H  3.737  -6.207  -3.999  0.211
H  3.098  -4.543  -0.943  0.210
H  2.239  -5.235  -2.315  0.219
H  1.953  -2.926  -3.265  0.188
H  1.222  -3.071  -1.658  0.246
H  -2.615  0.822  0.822  0.225
H  -6.847  0.454  1.040  0.185
H  -6.546  1.308  2.574  0.180
H  -6.813  2.234  1.077  0.183

Forces on the atoms, in the same order (eV/Å):
-0.04 0.15 0.09
0.23 -0.31 -0.22
-0.14 0.05 0.04
-0.23 -0.11 -0.05
0.19 0.03 0.00
-0.35 0.34 0.24
0.01 -0.35 -0.22
0.10 -0.17 -0.10
-0.03 0.33 0.21
0.40 0.44 0.28
0.55 -0.73 -0.57
-0.24 1.09 0.82
0.04 -1.18 -0.85
0.17 0.81 0.51
0.30 -0.28 -0.31
0.33 0.09 -0.01
0.06 -0.05 0.28
-0.05 -0.04 -0.15
0.15 0.03 0.28
0.03 0.12 -0.04
-0.30 -0.32 -0.01
-0.84 -0.16 -0.01
-0.10 0.14 0.09
0.16 -0.01 0.01
0.37 0.16 -0.03
-0.49 -0.07 0.03
0.00 -0.03 0.04
0.00 0.02 -0.04
0.08 0.06 0.03
-0.06 0.08 0.05
0.03 0.02 0.01
0.04 0.10 0.06
-0.29 0.04 0.05
0.03 -0.09 0.00
0.06 0.03 -0.04
0.01 0.04 -0.06
0.01 0.04 -0.07
-0.01 0.06 -0.01
0.07 -0.02 -0.14
-0.11 0.07 -0.11
-0.05 -0.11 -0.04
-0.07 -0.03 0.04
-0.03 -0.06 0.04
-0.11 -0.02 0.04
0.08 -0.02 -0.13
0.00 -0.14 -0.08
0.01 0.06 0.04
0.00 0.00 -0.08
0.02 -0.10 0.05